Density functional theory data (wB97M-V/def2-TZVPD) for a molecular structure, C26H30BiIOP.

XYZ file:
```
60
Properties=species:S:1:pos:R:3:forces:R:3
C -2.1879 3.1005 1.3066 0.1 0.0 -0.1
H 4.6750 3.2820 0.9375 0.1 0.1 0.0
H 1.9435 -0.4625 4.4581 0.0 0.0 0.0
C -1.7656 2.9347 0.0012 0.0 0.1 0.1
C -0.1385 -3.8240 0.9353 0.0 0.0 0.0
H 3.4870 0.1867 -2.4290 0.1 0.0 0.1
C 2.7374 0.3809 2.6618 0.0 0.0 -0.1
H -4.0815 -0.5420 -0.9254 0.0 0.1 -0.1
H 2.6183 -1.6420 3.3421 0.0 -0.1 0.0
C 2.2486 -3.7457 0.7007 0.0 0.0 0.0
C -1.5665 -1.7674 0.8063 0.0 0.0 0.1
C -1.6073 2.3594 2.3242 0.1 -0.2 0.1
P 1.1051 0.0640 0.3215 -0.1 0.1 0.6
H 1.1329 -5.5416 0.9905 0.0 -0.2 0.0
C -0.7786 2.0094 -0.3343 0.0 -0.3 0.3
C -0.2496 1.2213 0.6949 0.1 -0.2 0.0
I 3.1942 2.7824 -3.0193 -0.1 -0.4 -0.1
C 0.9471 -1.7187 0.6765 0.1 0.2 -0.1
H -1.9073 2.4964 3.3506 -0.1 0.1 0.1
C 4.4268 2.1250 2.7304 0.0 0.0 -0.1
H -5.5836 -0.1927 -2.6661 -0.1 0.1 0.0
H -4.6576 1.1673 -3.3058 -0.1 0.0 0.0
C 2.4695 0.7374 1.3337 0.0 0.0 -0.4
H -2.1752 3.5575 -0.7798 -0.1 0.1 -0.1
H -2.0735 -1.9029 -3.7677 0.0 -0.1 0.0
Bi 0.6675 -0.0176 -2.2590 0.3 0.6 -0.1
H -1.0873 2.1902 -2.4346 0.0 -0.1 -0.1
H 3.1982 -4.2517 0.6267 0.1 0.0 0.0
H -2.9486 3.8285 1.5372 -0.1 0.1 0.0
C 2.1776 -2.3730 0.5931 0.0 0.2 0.0
C -4.5890 0.1422 -2.9472 0.1 0.0 0.1
H 3.9250 0.8424 4.3648 0.0 0.0 0.0
C -3.9716 -0.7856 -4.0053 0.3 -0.1 0.1
H 5.1839 2.6605 3.2814 0.1 0.0 0.1
C 2.7244 0.6827 -3.0166 -0.3 0.4 0.2
H -3.4860 -0.2047 -4.7893 0.0 -0.1 0.0
H -4.6968 -1.4527 -4.4646 0.0 0.0 -0.1
H -3.2935 0.9926 -1.3586 -0.1 -0.1 0.0
C -0.6334 1.4323 2.0189 -0.1 0.1 0.0
C -2.9353 -1.5650 -3.1925 -0.1 -0.3 -0.3
H 2.8234 0.3586 -4.0459 -0.1 0.0 -0.1
H -1.7722 -1.3915 -0.1952 -0.2 0.1 -0.1
H -1.5873 -0.9252 1.4915 -0.1 0.0 0.1
C -0.2780 1.9718 -1.7417 0.1 -0.1 -0.3
C 4.1461 2.4749 1.4200 0.0 0.1 0.0
H -2.3505 -2.4621 1.0891 -0.1 -0.1 0.0
C 1.0826 -4.4704 0.8889 0.0 0.0 0.0
C 3.7227 1.1001 3.3337 0.0 0.0 0.0
C 3.1620 1.7916 0.7372 0.0 -0.1 -0.1
H 2.9153 2.0799 -0.2739 0.0 0.1 -0.1
H -0.1635 0.8768 2.8167 0.0 -0.1 0.1
O -2.4704 -0.6632 -2.2028 0.2 0.2 -0.2
H -1.0466 -4.3965 1.0436 -0.1 -0.1 0.1
C 2.0404 -0.7191 3.4036 -0.1 -0.1 0.1
C -0.2360 -2.4422 0.8177 0.1 0.1 0.1
C -3.6260 0.0285 -1.7470 -0.2 0.3 0.3
H 3.0754 -1.7862 0.4450 0.2 0.0 0.0
H 1.0509 -0.9285 3.0036 0.0 -0.1 0.1
H -3.4128 -2.4300 -2.7110 0.1 0.0 0.0
H 0.4766 2.7461 -1.8720 0.2 0.0 -0.1
```
Positions in Å, forces in eV/Å.

The charge is +1. Its orbital gap is 8.2962 eV. The electronic energy comes out at -1937.395643 hartree. For the highest occupied orbital energy, the calculation gives -11.63 eV. The relative energy (zero: lowest compared OMol25 entry of this formula, charge and spin) comes out at 13.4 kcal per mole.

Density functional theory data (wB97M-V/def2-TZVPD) for 6 unconnected molecules or ions with the total composition C37H80N6O6 in a non-equilibrium geometry.

XYZ file:
```
129
Properties=species:S:1:pos:R:3:forces:R:3
O 0.2321 -0.3612 0.6835 -0.2 0.3 0.0
H 2.9347 0.5434 2.3984 0.9 0.1 0.4
N 1.7813 -5.7319 0.1305 -0.6 -0.1 0.9
C -5.1066 0.4809 -1.9095 0.7 -0.1 0.2
C 1.8439 2.8858 -3.6547 2.2 -1.4 2.4
H -0.5507 -3.9382 0.6499 0.2 0.1 0.2
H -1.7848 4.2224 3.7933 0.7 0.0 0.4
N 1.5349 1.4278 -4.1227 -3.9 1.2 -3.3
C -1.2511 4.6174 2.9298 0.7 -0.3 -0.5
H 5.0987 -1.2876 6.2536 0.0 -0.6 0.2
C 2.3936 -7.1142 -0.0611 -1.4 0.2 -0.2
H 3.5460 -2.1612 7.0114 1.3 -0.5 0.4
H -0.2383 -4.9566 2.8752 0.7 0.6 -0.1
C 2.8043 -4.7646 -0.5403 -1.8 -0.5 0.2
C 2.5136 0.4243 -4.5530 1.4 -2.9 -0.3
H -2.2949 2.8039 1.3609 -0.2 0.1 0.5
H 2.8840 -5.2003 -1.5359 0.5 0.1 0.0
O -6.6999 -1.4077 0.7097 3.3 0.0 -3.6
H 2.2940 -6.1109 2.2187 -0.4 -0.5 -0.2
H 0.2445 -5.0374 -1.3262 0.3 0.0 0.0
C 0.3733 3.9238 1.1297 -0.4 0.0 -1.1
H 3.1774 -1.2842 -1.0722 -0.9 -0.2 0.0
H -5.1341 -0.1565 -2.7976 -0.3 -0.7 0.4
H -7.1068 1.0766 0.9327 0.3 -0.5 0.2
H -2.9546 -0.7386 1.9512 0.2 0.0 -0.8
C 0.6107 2.8239 3.1646 -0.5 -0.8 0.8
H 1.8610 4.4060 3.7846 -0.1 0.2 -0.1
H -2.4308 -1.1976 -0.3010 0.3 0.8 -0.1
C -4.3774 -1.3603 0.3599 1.4 -2.2 -1.8
C -1.5125 2.3883 1.9902 1.2 -0.3 -1.1
C 2.2369 3.6970 -4.8722 -0.3 0.0 -0.5
H -4.6879 -3.1879 1.4429 -0.4 -0.6 -0.4
C 3.0682 0.6947 -5.9619 0.4 1.3 -0.2
H 3.4554 -7.1211 0.1717 0.0 0.3 -0.4
H 0.6328 3.0678 -1.7552 0.1 -0.9 -0.4
H 3.5383 -0.5337 6.7505 0.3 0.4 -0.5
H -4.0051 6.7524 2.6701 0.6 0.1 -0.6
H 3.8209 1.4847 -5.9694 -0.4 0.4 0.2
H -5.4068 1.5507 0.6679 -0.1 0.2 -0.2
H -0.1844 3.5173 -3.3453 -0.3 -0.6 0.3
H -4.3675 0.3604 1.6908 0.5 0.1 0.0
C 1.8714 -1.0091 -4.5903 -0.7 1.0 0.6
C -3.6761 0.3836 -1.3525 1.1 0.8 -0.5
H 2.0571 -2.9486 0.3646 0.0 -0.4 0.3
C -0.5218 -5.0259 0.7343 -0.8 -0.2 -1.8
H -1.5310 -5.3773 0.5109 -0.2 0.1 0.6
H 2.7869 2.2535 -1.7875 -0.5 0.3 0.1
H 4.3972 -0.3466 -3.5587 0.0 0.1 -1.2
H 1.9798 -4.4912 1.7843 -0.1 0.1 0.1
H 4.8636 1.7853 -2.4024 0.4 -0.4 -0.3
C -2.3275 5.3194 2.0914 -0.2 1.3 -1.0
H 3.6756 -4.9492 0.0851 0.4 0.5 -0.4
H -2.9847 0.4847 -2.1928 -0.1 -0.2 -0.2
H 4.1698 -2.3237 -0.2396 0.8 -0.6 -0.7
H 2.3460 -1.6721 5.1724 -0.2 0.3 -0.1
H 0.7273 1.8071 2.7869 0.0 0.0 -0.2
C 4.0294 -1.4286 6.3659 -1.9 -0.1 -0.1
H 2.2634 0.9555 -6.6471 0.1 -0.3 -0.2
H 1.1971 -1.1025 -3.7361 0.1 -0.1 0.2
H -1.8240 1.9885 2.9522 -0.3 -0.1 -0.2
H -5.2933 1.4182 -2.4357 -0.1 0.4 0.8
H -8.3294 -0.2828 -1.0559 -0.1 -0.2 -0.1
C 1.5945 -5.5049 1.6460 0.9 1.9 0.0
N 0.8885 0.3490 -0.1277 0.4 -1.3 0.6
H 3.4645 3.7337 -2.4353 0.0 0.1 -0.3
H -4.3434 5.1170 2.9621 0.2 -0.3 0.5
C 3.4320 -2.3446 -1.0428 -0.3 0.0 -0.2
O 0.3906 1.2679 -4.5439 2.9 0.1 1.7
H 2.6769 -1.7337 -4.4949 0.0 0.1 -0.2
H 3.1739 3.3889 -5.3312 0.1 0.0 0.4
C 2.7852 -0.4226 2.8818 -1.5 0.1 -0.5
C -4.2575 -2.9230 0.4782 -0.3 1.6 0.8
N -0.4912 3.4241 2.2907 0.4 0.9 0.0
C 0.2912 -5.6228 -0.4105 1.4 -0.3 0.3
H 3.4504 -2.7381 4.7328 0.6 -0.2 0.3
H 0.2597 2.7586 4.1952 -0.2 0.1 0.0
H 2.5724 3.7033 1.1075 -0.5 0.2 -1.0
C 2.3350 -3.3220 -0.6285 -0.6 1.3 1.7
C 3.0817 2.7527 -2.7136 0.0 -1.3 -0.3
H 2.0888 5.2798 1.6988 -0.5 0.1 -0.4
C 1.8988 3.6171 3.0284 -1.7 1.3 1.2
O 1.7604 1.1216 0.3107 0.1 0.6 0.2
O 0.7422 0.1941 -1.3361 -0.3 0.2 -0.8
H -1.9584 6.2200 1.5950 0.6 0.0 0.3
H 3.6965 -2.6064 -2.0675 1.1 0.1 0.3
H -2.6394 4.7630 1.2055 -0.3 -0.4 0.3
C -6.3496 1.3193 0.1836 -1.1 -0.6 0.2
H -3.4398 -1.6416 -1.6063 -0.4 -0.5 0.3
H -1.0024 1.6530 1.3656 -0.1 -0.4 0.4
C 3.8267 -0.9068 3.8604 -0.2 1.0 -1.9
N 3.3483 -1.7674 5.0255 0.1 0.7 0.2
H -0.1569 4.7344 0.6316 0.1 0.2 0.2
H 4.7221 2.2936 -4.0638 0.0 -0.4 -0.2
C -4.0004 -0.6624 1.6602 -1.9 0.0 1.1
H 3.7091 -0.1164 -6.3062 -0.7 -0.6 0.1
H 2.6574 -1.0503 1.9945 0.6 -0.5 0.1
H -3.3191 1.2318 -0.7618 -0.6 0.0 0.6
C 3.6199 0.4164 -3.5241 0.0 0.6 1.8
C 0.7438 3.4058 -2.7814 -1.2 2.0 -1.1
H -3.1204 6.0331 3.9570 -0.3 -0.2 0.2
C -3.4068 -0.9797 -0.7362 -0.3 0.2 -0.9
H 1.7284 -0.3390 3.1504 0.1 -0.3 0.9
H 1.9249 -7.8283 0.6152 -0.2 0.1 -0.1
C 1.7757 4.2408 1.6223 1.6 -0.5 1.1
H 1.3916 -3.1274 -1.1410 0.2 -0.5 -0.7
H 3.1258 0.0708 -2.6094 -0.1 0.4 0.3
N -5.8186 -1.0662 -0.1263 -3.6 1.0 6.5
H -4.7020 -3.3586 -0.4131 0.0 -0.5 0.3
C 4.1787 1.8106 -3.2515 0.1 0.9 0.7
H 1.5204 3.6667 -5.6934 -0.3 0.3 0.3
H 0.9568 4.4711 -2.6442 0.5 0.0 0.0
H -7.8336 0.8535 -2.2424 0.6 0.1 -0.1
O 4.9838 -0.7225 3.7146 -0.2 -0.4 0.8
H -7.3169 -0.8703 -2.3832 -0.2 0.2 -0.2
H 2.7856 3.0853 3.3692 0.0 -0.4 -0.9
H 2.1060 -7.3501 -1.0838 0.7 -0.5 0.0
C -7.4923 -0.0321 -1.7105 -1.0 -1.0 1.2
C 0.0974 -5.5092 1.9972 0.5 -1.3 0.7
H -0.3990 5.2690 3.1179 -0.5 0.4 0.8
H 0.0208 -6.6505 -0.6481 -0.2 0.0 0.1
H 1.2509 -1.2060 -5.4624 0.3 0.1 -0.2
H -3.1926 -3.1393 0.5534 0.0 -0.1 -0.3
H -6.8506 2.1916 -0.2379 0.7 0.1 -0.7
H -0.1902 -6.5100 2.3283 -0.2 -0.3 -0.7
H 0.4808 3.1351 0.3857 -0.3 -0.3 0.3
H 2.3634 4.7007 -4.4676 -0.1 0.1 -0.4
C -3.5137 5.8247 2.9616 0.1 -0.5 0.0
C -6.2430 0.1715 -0.8760 1.7 1.6 -2.7
H -4.5266 -1.1538 2.4826 -0.2 0.0 0.0
```
Positions in Å, forces in eV/Å.

The charge is +4. Its orbital gap is 6.0725 eV. The electronic energy comes out at -2236.042452 hartree. For the highest occupied orbital energy, the calculation gives -17.61 eV.

Density functional theory data (wB97M-V/def2-TZVPD) for a molecular structure, C2H6N2O3 in a non-equilibrium geometry.

XYZ file:
```
13
Properties=species:S:1:pos:R:3:forces:R:3
N 1.2298 1.7197 0.0087 -2.7 -1.5 1.1
N -0.9465 -0.1704 1.0953 0.4 0.7 4.6
H -0.4456 -2.2565 0.0100 0.0 0.5 -1.2
C -0.1685 -1.4659 -0.7486 -0.7 -1.1 -0.4
H -0.6403 -1.6650 -1.8205 1.2 0.4 2.4
O 2.2521 2.2593 -0.1891 3.8 1.4 -1.7
O 1.0827 0.5086 -0.4926 3.9 2.2 0.3
H 0.9279 -1.4554 -0.7433 -0.2 -0.5 -0.6
O 0.3342 2.1724 0.6834 -1.0 0.2 0.5
H -0.1053 -0.4127 1.6490 -0.7 -0.1 0.1
H -1.4552 0.5921 1.5943 0.6 -0.8 -1.1
C -0.6533 -0.1431 -0.1761 -5.3 -1.3 -5.1
H -1.4121 0.3167 -0.8705 0.8 -0.1 1.1
```
Positions in Å, forces in eV/Å.

Its orbital gap (spin up / spin down) is 5.7502 / 6.2777 eV. The electronic energy comes out at -414.668146 hartree. For the highest occupied orbital energy (spin up / spin down), the calculation gives -5.28 / -10.36 eV. Its spin multiplicity is 3. The relative energy (zero: lowest compared OMol25 entry of this formula, charge and spin) comes out at 143.6 kcal per mole.

Q: What is the formula in the second record?
A: C37H80N6O6